{"formula": "C5H13BrN3", "method": "ωB97M-V with the def2-TZVPD basis set", "symbols": ["C", "C", "C", "N", "C", "N", "C", "N", "Br", "H", "H", "H", "H", "H", "H", "H", "H", "H", "H", "H", "H", "H"], "coordinates": [[0.1954, -2.0154, -0.5736], [0.2341, -0.6774, 0.0669], [1.6059, -0.2717, 0.7618], [-0.8390, -0.4469, 1.2116], [-0.1287, 0.3270, -1.0192], [-0.6367, 1.5447, -0.5284], [-0.5266, 2.5693, -1.2421], [-0.8819, 3.7408, -0.7346], [0.1553, 2.6661, -3.1015], [-0.5530, -2.8015, -0.1593], [1.0589, -2.6586, -0.6843], [-0.2121, -1.9608, -1.5965], [1.8935, 0.7910, 0.4172], [2.3306, -0.9207, 0.3954], [1.7923, -0.4891, 1.8351], [-0.9915, 0.5757, 1.0613], [-0.5379, -0.5872, 2.1178], [-1.6567, -0.9136, 1.0070], [0.7245, 0.4917, -1.6821], [-0.8570, -0.0587, -1.6791], [-1.4248, 3.8784, 0.0319], [-0.5903, 4.6019, -1.2397]], "atomic_forces_ev_per_a": [[-2.384, -3.535, -0.544], [1.245, 1.125, 1.994], [-0.754, 1.511, -0.624], [1.745, 2.099, -3.305], [0.321, 0.008, -0.485], [0.581, -0.468, 0.523], [0.075, 0.711, 0.072], [2.130, 2.903, -4.121], [-0.353, -0.112, 1.320], [0.959, 1.547, 0.028], [0.776, 0.612, 0.457], [0.326, 0.305, 0.256], [-0.458, -1.595, 1.086], [1.403, -0.990, -1.349], [-1.021, 0.699, -0.294], [-0.272, -0.001, 0.154], [0.995, -0.782, 2.289], [-2.410, -1.408, -0.348], [0.384, -0.279, 0.286], [-1.030, -1.071, -0.648], [-1.637, -0.123, 2.664], [-0.620, -1.157, 0.589]], "e_above_lowest_kcal_mol": 27.4, "max_force_ev_per_a": 5.47, "smiles": "CC(C)([NH3+])C/N=C(/N)Br", "molar_mass_da": 195.1, "gap_ev": 10.192, "total_charge": 1, "lumo_ev": -2.858}